(1)
23
Properties=species:S:1:pos:R:3 method="wB97M-V/def2-TZVPD" homo_lumo_gap_ev=9.271 total_energy_ha=-727.6568
C 1.273 2.038 -1.612
S 2.065 1.731 -0.012
C 0.610 1.738 1.011
C -0.012 0.392 1.480
C -0.124 -0.904 0.631
C -0.549 -1.984 1.648
N -1.170 -0.763 -0.422
H 0.948 3.038 -1.856
H 2.007 1.552 -2.276
H 0.453 1.356 -1.800
H -0.186 2.213 0.436
H 0.763 2.312 1.935
H 0.438 0.042 2.410
H -1.035 0.647 1.779
H 0.782 -1.149 0.067
H -0.184 -1.786 2.660
H -1.637 -2.084 1.709
H -0.260 -3.036 1.529
H -1.783 -0.003 -0.160
H -1.796 -1.559 -0.468
O 0.119 -1.063 -3.042
H -0.422 -0.877 -2.227
H -0.301 -1.849 -3.421

***

(2)
24
Properties=species:S:1:pos:R:3 method="wB97M-V/def2-TZVPD" homo_lumo_gap_ev=9.662 total_energy_ha=-1125.8360
S -3.307 -0.037 -0.610
C -2.064 -0.797 0.579
C -1.089 -1.700 -0.137
C -0.112 -0.983 -1.073
N 0.289 0.360 -0.581
C 1.727 0.644 -0.632
C 2.432 0.356 0.683
S 2.130 -1.259 1.399
H -2.548 0.194 -1.688
H -1.571 -0.043 1.175
H -2.854 -1.327 1.093
H -1.495 -2.537 -0.689
H -0.548 -2.176 0.681
H -0.552 -0.897 -2.024
H 0.732 -1.633 -1.181
H -0.125 0.967 -1.277
H 2.265 0.154 -1.445
H 1.819 1.672 -0.887
H 3.502 0.517 0.507
H 2.255 1.186 1.377
H 0.827 -1.016 1.573
O -0.671 3.137 0.928
H -0.677 2.818 1.839
H -0.364 2.403 0.390

***

(3)
22
Properties=species:S:1:pos:R:3 method="wB97M-V/def2-TZVPD" homo_lumo_gap_ev="5.685 / 8.294" charge=+1 total_energy_ha=-595.1372 spin_multiplicity=3
C -2.273 -1.324 -0.269
C 1.696 0.185 1.326
C 2.201 0.753 -0.971
C 0.190 -0.583 -0.456
C -1.271 -0.368 0.360
N 1.131 0.467 -0.003
P -1.742 1.444 0.244
H -1.920 -2.350 -0.199
H -2.429 -1.088 -1.321
H -3.233 -1.265 0.237
H 2.391 0.973 1.609
H 0.913 0.129 2.078
H 2.240 -0.759 1.302
H 2.843 -0.118 -1.085
H 1.779 1.017 -1.938
H 2.802 1.589 -0.616
H -0.016 -0.461 -1.516
H 0.581 -1.576 -0.255
H -1.108 -0.635 1.406
H 0.535 1.318 0.088
H -2.921 1.314 0.965
H -2.389 1.338 -0.985

***

(4)
22
Properties=species:S:1:pos:R:3 method="wB97M-V/def2-TZVPD" homo_lumo_gap_ev=9.191 total_energy_ha=-543.6381
C -1.246 -0.245 1.225
C -0.735 1.669 -0.082
C -1.431 -0.390 -1.159
C 1.138 -2.005 0.304
C -0.654 0.189 -0.044
N 0.796 -0.192 -0.128
Si 2.149 0.831 -0.399
H -0.762 0.346 2.037
H -2.315 0.045 1.194
H -1.232 -1.300 1.458
H -0.541 1.935 -1.110
H -0.021 2.142 0.564
H -1.768 2.120 0.138
H -2.167 -1.117 -0.851
H -1.994 0.321 -1.716
H -0.590 -0.768 -1.792
H 0.255 -2.480 0.527
H 1.692 -2.387 -0.542
H 1.891 -1.767 0.979
H 3.225 0.584 0.665
H 2.400 0.688 -1.861
H 1.787 2.333 -0.122

***

(5)
26
Properties=species:S:1:pos:R:3 method="wB97M-V/def2-TZVPD" homo_lumo_gap_ev=10.497 charge=+1 total_energy_ha=-771.3727
C -3.620 -1.987 -1.666
C -2.518 -2.256 -0.560
C -1.559 -1.023 -0.537
C -0.660 -0.958 0.771
N 0.740 -0.668 0.335
P 1.486 0.636 1.166
C 2.268 1.735 -0.132
B 3.175 2.913 0.561
O 4.434 2.651 1.121
O 2.656 4.205 0.539
H -3.695 -2.861 -2.333
H -3.302 -1.095 -2.244
H -4.593 -1.744 -1.203
H -2.950 -2.428 0.441
H -1.932 -3.147 -0.864
H -0.852 -1.139 -1.386
H -2.087 -0.064 -0.710
H -1.057 -0.111 1.361
H -0.779 -1.919 1.300
H 1.324 -1.500 0.309
H 2.420 0.255 2.165
H 0.457 1.386 1.798
H 1.427 2.152 -0.722
H 2.920 1.078 -0.742
H 4.527 1.697 1.054
H 1.771 4.190 0.178

***

(6)
22
Properties=species:S:1:pos:R:3 method="wB97M-V/def2-TZVPD" homo_lumo_gap_ev=9.723 charge=+1 total_energy_ha=-254.5388
C 0.190 0.276 -2.461
C 1.431 0.624 -1.696
N 0.153 -1.171 -2.928
H -0.694 0.522 -1.724
H -0.088 0.926 -3.144
H 1.367 1.647 -1.262
H 2.314 0.682 -2.324
H 0.574 -1.746 -2.166
H -0.813 -1.572 -2.976
H 0.629 -1.408 -3.803
H 1.659 0.121 -0.802
C -0.023 0.002 2.291
C -1.000 -0.927 1.725
C -0.611 1.337 2.836
H 0.632 -0.375 3.197
H 0.591 0.240 1.382
H -1.827 -1.066 2.460
H 0.085 1.722 3.597
H -0.891 2.047 2.048
H -1.569 0.953 3.379
H -1.446 -0.800 0.760
H -0.664 -2.034 1.612

***

(7)
22
Properties=species:S:1:pos:R:3 method="wB97M-V/def2-TZVPD" homo_lumo_gap_ev=11.032 charge=+1 total_energy_ha=-254.5880
C -2.233 1.613 -0.645
C -1.097 2.571 -0.688
N 0.099 1.981 -0.057
H -3.089 2.205 -0.996
H -2.073 0.712 -1.239
H -2.540 1.356 0.409
H -0.932 2.902 -1.712
H -1.297 3.525 -0.120
H 0.041 1.775 0.950
H 0.988 2.500 -0.200
H 0.223 1.134 -0.582
C 1.624 -3.097 -0.209
C 0.963 -2.398 0.970
C 0.618 -0.894 0.667
H 0.955 -3.105 -1.098
H 1.912 -4.152 0.008
H 2.547 -2.512 -0.458
H 1.705 -2.430 1.834
H 0.041 -2.890 1.319
H 0.196 -0.456 1.586
H 1.519 -0.325 0.307
H -0.147 -0.880 -0.177

***

(8)
24
Properties=species:S:1:pos:R:3 method="wB97M-V/def2-TZVPD" homo_lumo_gap_ev=3.864 total_energy_ha=-384.5230
C -0.575 0.616 -1.931
C 0.260 -0.529 -1.333
C -0.705 -1.559 -0.650
C -1.784 -0.754 0.372
N -1.267 0.463 0.846
C -0.282 0.338 1.835
N 0.846 -0.633 1.617
H -1.213 0.330 -2.781
H -1.221 1.059 -1.191
H 0.109 1.470 -2.244
H 0.917 -1.017 -2.046
H 0.815 -0.121 -0.458
H -0.289 -2.114 0.220
H -1.191 -2.372 -1.412
H -2.764 -0.714 -0.250
H -2.008 -1.473 1.229
H 0.550 2.703 -0.177
H -0.877 0.143 2.761
H 0.250 1.332 1.887
H 1.167 -1.040 2.498
H 1.683 -0.248 1.255
H 1.095 3.184 0.001
H 3.606 0.620 -0.281
O 2.877 0.316 0.232

***

(9)
24
Properties=species:S:1:pos:R:3 method="wB97M-V/def2-TZVPD" homo_lumo_gap_ev=9.898 total_energy_ha=-384.8297
C 1.631 0.646 -0.644
C 0.955 0.546 0.721
C 1.775 -0.390 1.655
C -0.499 0.083 0.748
N -1.586 1.018 0.360
C -0.752 -1.258 0.067
N -2.076 -1.853 0.216
H 1.049 0.228 -1.468
H 1.915 1.665 -0.899
H 2.561 0.078 -0.658
H 1.074 1.475 1.284
H 1.474 -0.398 2.705
H 1.810 -1.407 1.258
H 2.811 -0.033 1.651
H -0.769 -0.016 1.812
H -1.373 1.955 0.662
H -1.914 0.964 -0.588
H -0.651 -1.075 -1.007
H -0.001 -1.998 0.324
H -2.269 -2.020 1.206
H -2.767 -1.183 -0.093
O -0.605 1.322 -3.188
H -1.338 1.217 -2.570
H -0.456 0.434 -3.554

***

(10)
24
Properties=species:S:1:pos:R:3 method="wB97M-V/def2-TZVPD" homo_lumo_gap_ev=10.260 total_energy_ha=-384.7605
C -1.653 -2.216 0.062
C -0.857 -1.182 -0.709
N -1.581 -0.790 -2.023
C -0.686 0.053 0.184
C 0.215 -0.056 1.357
C 1.758 0.276 1.120
N 2.115 1.812 1.300
H -2.100 -3.074 -0.501
H -2.542 -1.695 0.713
H -0.898 -2.704 0.767
H 0.123 -1.592 -1.012
H -1.563 -1.587 -2.575
H -2.570 -0.605 -1.829
H -1.632 0.376 0.444
H -0.241 0.898 -0.456
H -0.104 0.972 2.019
H 0.112 -0.853 1.940
H 2.089 0.059 0.192
H 2.228 -0.289 1.937
H 1.851 2.226 2.114
H 1.684 2.296 0.649
O 1.300 2.848 -1.881
H 2.159 2.633 -1.429
H 0.791 2.193 -2.384

***

(11)
25
Properties=species:S:1:pos:R:3 method="wB97M-V/def2-TZVPD" homo_lumo_gap_ev=9.732 total_energy_ha=-460.0543
C 0.014 -1.034 1.425
C -0.327 -0.644 -0.012
C 0.465 -1.409 -1.123
C 1.955 -0.984 -1.054
N 1.998 0.478 -1.304
N -1.790 -0.765 -0.394
C -2.494 0.483 -0.186
O -2.373 0.869 1.218
H -0.917 -1.256 1.927
H 0.745 -1.835 1.449
H 0.383 -0.169 1.975
H -0.183 0.431 -0.125
H 0.183 -2.477 -1.039
H 0.046 -1.163 -2.090
H 2.599 -1.517 -1.739
H 2.167 -1.219 -0.004
H 2.314 0.720 -2.234
H 2.625 0.951 -0.666
H -2.165 -1.532 0.161
H -1.921 1.183 -0.822
H -3.585 0.347 -0.299
H -2.250 1.830 1.197
O 2.070 2.317 1.048
H 1.394 2.487 0.381
H 1.618 1.590 1.507

***

(12)
26
Properties=species:S:1:pos:R:3 method="wB97M-V/def2-TZVPD" homo_lumo_gap_ev=10.571 total_energy_ha=-535.3787
C -0.460 1.873 0.244
C 0.368 1.147 -0.818
C 1.116 2.138 -1.720
C -0.432 0.170 -1.666
N -1.516 -0.541 -1.000
C -1.221 -1.356 0.059
N -2.281 -1.764 0.817
O -0.089 -1.709 0.349
H -1.102 2.642 -0.168
H 0.131 2.297 1.055
H -1.114 1.156 0.745
H 1.099 0.621 -0.242
H 1.672 2.862 -1.175
H 0.397 2.637 -2.367
H 1.779 1.555 -2.363
H -0.836 0.644 -2.563
H 0.174 -0.601 -2.068
H -2.415 -0.103 -0.904
H -3.250 -1.524 0.707
H -2.078 -2.334 1.608
O 2.745 -2.209 1.142
H 2.052 -2.353 0.477
H 3.035 -1.309 0.991
O 0.753 -1.491 3.301
H 0.193 -0.755 3.045
H 1.279 -1.694 2.514